ORCA calculation (ωB97M-V with the def2-TZVPD basis set) on a structure of composition C28H50BFeN6Se2 in a non-equilibrium geometry.

The lowest unoccupied orbital energy (spin up / spin down) comes out at -5.3424 / -8.5452 eV. As for the total energy: -7516.41169 Ha. The HOMO-LUMO gap (spin up / spin down) is 8.79 / 5.59 eV. Its highest occupied orbital energy (spin up / spin down) is -14.14 / -14.13 eV.

```
! wB97M-V def2-TZVPD RIJCOSX def2/J DEFGRID3
* xyz 2 2
Fe -0.09440 0.65990 0.64135
C 1.61636 -3.37133 3.63137
C 1.00868 -2.03388 3.38587
C 0.47350 -1.13126 4.28707
C 0.03362 -0.04466 3.52471
N 0.30767 -0.28276 2.24418
N 0.89275 -1.50084 2.15209
B 1.21680 -2.03789 0.75526
N -0.12969 -2.11159 -0.03503
N -0.95606 -1.03940 -0.04368
C -2.06461 -1.40205 -0.73352
C -1.87294 -2.71399 -1.22114
C -0.66018 -3.14224 -0.71829
C 0.01442 -4.46099 -0.88185
C -3.40393 -0.69160 -0.73868
C -3.50826 0.39559 0.32632
C -4.47242 -1.75086 -0.39433
C -3.69315 -0.12168 -2.13322
N 2.10445 -1.03644 0.00881
N 1.76486 0.28775 0.01006
C 2.83912 0.96127 -0.44333
C 3.83687 0.04669 -0.79116
C 3.34410 -1.20469 -0.48076
C 4.00937 -2.53438 -0.58617
C 3.00664 2.46693 -0.41178
C 4.46160 2.79462 -0.04276
C 2.72323 3.08358 -1.78671
C 2.10612 3.05411 0.67270
C -0.65188 1.22702 3.94510
C 0.29949 2.05901 4.81552
C -1.03033 2.03998 2.70436
C -1.91815 0.88291 4.73727
H 1.60898 -3.58898 4.69636
H 2.64910 -3.40467 3.28394
H 1.06149 -4.15793 3.11945
H 0.40948 -1.25352 5.35468
H 1.72087 -3.11185 0.80673
H -2.58441 -3.31039 -1.76643
H -0.70005 -5.19547 -1.24654
H 0.42682 -4.81663 0.05954
H 0.83432 -4.39789 -1.60015
H -3.29405 -0.01414 1.31642
H -4.53153 0.77209 0.34700
H -2.86489 1.24946 0.13262
H -4.25500 -2.23146 0.56032
H -4.55324 -2.52247 -1.15837
H -5.44269 -1.26020 -0.31569
H -3.02504 0.71413 -2.35897
H -4.71656 0.25154 -2.17979
H -3.58293 -0.88383 -2.90737
H 4.82179 0.26749 -1.16331
H 5.00294 -2.41271 -1.01069
H 3.44627 -3.21522 -1.22537
H 4.11128 -3.00386 0.39174
H 5.15527 2.49071 -0.82632
H 4.75535 2.30729 0.88724
H 4.56691 3.87237 0.08576
H 3.32778 2.59546 -2.55371
H 2.98290 4.14339 -1.78809
H 1.67474 2.99412 -2.06971
H 2.34374 2.62257 1.64680
H 1.05137 2.86434 0.45573
H 2.23434 4.13581 0.74087
H 1.19289 2.34952 4.25907
H 0.61749 1.49156 5.68954
H -0.20065 2.96372 5.16411
H -0.12991 2.41227 2.19477
H -1.60077 2.92893 2.97654
H -1.67607 1.46476 2.01881
H -1.66927 0.33221 5.64398
H -2.60264 0.26918 4.14821
H -2.43815 1.79508 5.03252
C -1.76319 -1.13131 -4.54799
Se -0.65564 -1.03821 -2.97257
C 0.11951 0.71491 -3.28570
C -0.84145 1.85499 -3.00695
Se -1.14146 2.31335 -1.12152
C -0.61865 4.19512 -1.09790
H -1.11120 -1.13127 -5.42119
H -2.43848 -0.27814 -4.57807
H -2.32574 -2.05944 -4.49447
H 0.41513 0.71366 -4.33787
H 1.01185 0.74706 -2.66521
H -1.82444 1.65204 -3.42966
H -0.47919 2.76805 -3.47753
H -0.63008 4.54856 -2.12535
H 0.35653 4.34481 -0.65313
H -1.38841 4.71336 -0.53339
*
```

Here are the Mulliken charges for atoms 1 to 6, given in e: Fe 0.2560; C -1.4521; C 0.9756; C -1.6734; C -0.2925; N 0.7187

---

ORCA calculation (ωB97M-V with the def2-TZVPD basis set) on a structure of composition C28H50BN4OP2RhS in a non-equilibrium geometry.

The lowest unoccupied orbital energy (spin up / spin down) comes out at 0.3399 / 0.2124 eV. The energy above the lowest of the compared OMol25 structures with the same formula, charge and spin is 1.932 eV. As for the total energy: -2607.34835 Ha. The HOMO-LUMO gap (spin up / spin down) is 5.18 / 7.16 eV. Its highest occupied orbital energy (spin up / spin down) is -4.84 / -6.95 eV.

```
! wB97M-V def2-TZVPD RIJCOSX def2/J DEFGRID3
* xyz 0 5
Rh -0.01759 -0.16631 0.03243
C -3.24877 -0.74323 2.74827
C -3.87802 -0.64044 1.35138
C -5.11615 0.25752 1.45468
C -4.30732 -2.04628 0.92816
P -2.50244 -0.00578 0.23169
C -2.50313 1.82815 0.67827
N -1.19720 2.46918 0.60642
B -0.01490 1.86604 0.00429
N 1.15155 2.39569 0.69931
C 2.49346 1.88347 0.47663
P 2.46224 0.00334 0.39916
C 2.68727 -0.56262 2.29268
C 1.67209 0.10949 3.20802
C 2.44647 -2.06983 2.38229
C 4.07155 -0.22314 2.85559
C 4.07065 -0.37287 -0.50837
C 3.77837 -0.10574 -1.99240
C 5.26380 0.50067 -0.10284
C 4.44222 -1.84882 -0.36520
C 0.69107 3.25645 1.67800
C 1.39263 3.99268 2.62093
C 0.67109 4.76391 3.52821
C -0.71842 4.79233 3.49258
C -1.42264 4.05139 2.54604
C -0.71160 3.28551 1.63612
C -3.06572 -0.02340 -1.58910
C -2.15286 0.89630 -2.40252
C -4.51226 0.42945 -1.80769
C -2.89455 -1.44261 -2.14185
H -3.97396 -1.15372 3.45724
H -2.92716 0.22882 3.12733
H -2.37297 -1.39552 2.73261
H -5.82098 -0.17968 2.17044
H -5.65091 0.36624 0.51471
H -4.87186 1.25587 1.82047
H -4.99712 -2.46059 1.66948
H -3.44430 -2.71322 0.85158
H -4.83891 -2.03700 -0.02400
H -2.82240 1.90862 1.71968
H -3.24144 2.35993 0.06844
H 3.21815 2.25132 1.20432
H 2.78065 2.24424 -0.51474
H 0.45440 -0.07698 2.86113
H 1.86015 1.18532 3.25858
H 1.75776 -0.27955 4.23101
H 1.44753 -2.32012 2.03418
H 2.53882 -2.39317 3.42534
H 3.15786 -2.65098 1.79440
H 4.28378 0.84557 2.78671
H 4.86178 -0.78618 2.35747
H 4.11512 -0.50696 3.91160
H 3.52089 0.93973 -2.17504
H 2.94488 -0.72013 -2.34087
H 4.65694 -0.34322 -2.59903
H 5.06053 1.56015 -0.27027
H 6.13222 0.23960 -0.71746
H 5.55851 0.37282 0.93343
H 3.60879 -2.49402 -0.65532
H 4.74454 -2.09386 0.65173
H 5.29560 -2.07865 -1.01067
H 2.47458 3.96720 2.65768
H 1.19871 5.34622 4.27281
H -1.25990 5.39792 4.20792
H -2.50501 4.08255 2.52160
H -2.22601 1.93462 -2.07261
H -2.44400 0.85927 -3.45812
H -1.10885 0.58486 -2.33376
H -4.69095 1.42683 -1.40254
H -5.22069 -0.27733 -1.37562
H -4.73257 0.45834 -2.88032
H -1.85790 -1.76836 -2.03281
H -3.15570 -1.46299 -3.20518
H -3.52522 -2.17237 -1.63398
O -0.05995 -0.08562 1.92444
C 0.36978 -5.44998 1.55094
N -0.03844 -5.39773 0.16198
C -0.29236 -6.49624 -0.65093
C -0.64205 -6.03096 -1.86124
N -0.60131 -4.64957 -1.78315
C -0.22823 -4.25356 -0.53415
S -0.04919 -2.68199 0.01359
H 0.44872 -6.48618 1.86756
H -0.36309 -4.93034 2.16776
H 1.33286 -4.95355 1.66838
H -0.20316 -7.50865 -0.30156
H -0.91258 -6.55903 -2.75688
H -0.81102 -4.00176 -2.52154
*
```

Here are the Mulliken charges for atoms 1 to 6, given in e: Rh -1.2205; C -1.8213; C 1.8259; C -1.6502; C -1.8332; P 1.5714

---

ORCA calculation (ωB97M-V with the def2-TZVPD basis set) on a cluster of 14 separate species, C28H50Cl26N5O2 in total in a non-equilibrium geometry.

The lowest unoccupied orbital energy comes out at -2.4414 eV. As for the total energy: -13485.70947 Ha. The HOMO-LUMO gap is 8.35 eV. Its highest occupied orbital energy is -10.79 eV.

```
! wB97M-V def2-TZVPD RIJCOSX def2/J DEFGRID3
* xyz 1 1
C -2.98911 5.30882 3.24315
C -2.40260 4.54550 1.99779
C -1.58821 5.20227 0.97678
C -1.04243 4.42691 -0.13905
C -1.35496 3.01744 -0.20207
C -0.79913 2.05774 -1.32466
C 0.24618 1.14916 -0.62196
N 1.22812 1.85588 0.07545
C 1.96688 0.79493 0.62584
N 2.99963 1.10709 1.40896
N 1.45618 -0.41522 0.24670
N 0.35048 -0.20270 -0.53441
O -0.48179 -1.09903 -1.09270
C -0.66934 -2.27298 -0.25849
C 0.27956 -3.49729 -0.66756
N 1.10413 -3.23306 -1.85068
C 2.52302 -2.93912 -1.55111
C 3.55744 -3.84308 -2.32390
C 4.85271 -3.95840 -1.39724
O 4.00690 -3.17735 -3.53202
C -2.19661 2.35436 0.81542
C -2.73605 3.10341 1.92777
H -2.41341 6.24514 3.45482
H -4.08694 5.46508 3.11474
H -2.80121 4.62864 4.12072
H -1.36541 6.29366 1.08380
H -0.39010 4.85509 -0.93604
H -0.37205 2.65127 -2.17037
H -1.64816 1.42361 -1.68632
H 3.86376 0.58381 1.50084
H 2.93001 1.99560 1.91078
H 1.82208 -1.31838 0.54800
H -1.74586 -2.57705 -0.37782
H -0.54172 -1.97014 0.81518
H 0.87125 -3.80448 0.24277
H -0.39650 -4.36985 -0.89036
H 1.00519 -3.95966 -2.55696
H 2.69325 -1.84501 -1.79499
H 2.77211 -3.02688 -0.45337
H 3.17212 -4.86236 -2.58215
H 4.72215 -4.78098 -0.65754
H 5.78901 -4.04290 -2.00176
H 4.93262 -3.00688 -0.79940
H 3.44876 -2.39451 -3.67428
H -2.39762 1.25657 0.72862
H -3.35277 2.62329 2.72102
C -5.91290 5.51924 -0.12928
Cl -6.74690 4.01431 -0.53938
Cl -4.19239 5.23239 0.18606
H -6.01065 6.21340 -0.96024
H -6.36928 5.94307 0.76165
C -3.11203 -6.03557 -1.10567
Cl -2.68329 -5.53214 0.53597
Cl -1.67777 -6.15256 -2.13394
H -3.59584 -7.00740 -1.06244
H -3.79194 -5.30341 -1.53241
C -4.88900 -5.63144 3.64529
Cl -4.22826 -3.99307 3.53960
Cl -6.60117 -5.60685 4.07404
H -4.77387 -6.11907 2.68109
H -4.34281 -6.18216 4.40612
C 1.05919 -8.58663 -1.88267
Cl 1.85119 -7.34942 -2.87146
Cl 1.38171 -10.20560 -2.50562
H 1.43561 -8.51815 -0.86556
H -0.01270 -8.41161 -1.89254
C 2.29239 5.52846 -0.26676
Cl 2.13351 5.40492 -2.02673
Cl 2.87127 7.12576 0.21515
H 1.32214 5.35338 0.18868
H 3.00087 4.77852 0.07427
C 3.75999 7.72615 -4.56632
Cl 2.97956 8.95701 -5.56553
Cl 4.94873 6.80394 -5.49470
H 4.26260 8.21325 -3.73517
H 3.00222 7.04543 -4.19110
C -3.26634 8.62338 1.15846
Cl -2.84126 9.13765 2.79517
Cl -1.83573 8.51848 0.12550
H -3.73640 7.64453 1.20729
H -3.95659 9.34526 0.73028
C 2.17935 2.47138 5.12337
Cl 2.97414 3.71498 4.14884
Cl 2.51876 0.85456 4.49061
H 2.54455 2.53468 6.14462
H 1.10566 2.63943 5.10234
C -2.93612 1.01764 5.79627
Cl -2.17167 2.61154 5.81497
Cl -4.09970 0.87031 4.47192
H -2.16615 0.26122 5.67247
H -3.45543 0.86560 6.73832
C 5.13718 -2.94135 2.42458
Cl 4.03867 -4.00104 1.53507
Cl 5.32333 -1.38234 1.60470
H 4.73898 -2.77207 3.42112
H 6.11079 -3.41970 2.49122
C 1.08772 -8.41110 -6.73641
Cl -0.57280 -8.73602 -6.22183
Cl 1.44361 -9.18098 -8.28551
H 1.22047 -7.33746 -6.83793
H 1.77041 -8.79880 -5.98486
C -8.85414 1.00047 -0.70927
Cl -10.50681 0.64549 -0.19658
Cl -8.47876 0.22249 -2.25194
H -8.74304 2.07634 -0.82050
H -8.16458 0.63434 0.04647
C 8.14987 -1.58787 -1.09416
Cl 8.47579 -3.12604 -0.28375
Cl 9.59727 -0.95730 -1.88319
H 7.37824 -1.74265 -1.84437
H 7.80900 -0.86718 -0.35565
*
```

Here are the Mulliken charges for atoms 1 to 6, given in e: C -0.7400; C 0.1583; C -0.6240; C -0.5718; C 0.5869; C -0.7751

---

| no. | molecular weight (g/mol) |
| --- | --- |
| 1 | 695.327 |
| 2 | 666.468 |
| 3 | 1410.519 |